# 1
ORCA calculation (wB97M-V/def2-TZVPD) on C5H9NO in the gas phase at a distorted geometry.

Last columns: bonded neighbours and bond lengths (Å).
Cartesian coordinates (Å):
1 C -0.010 -1.599 -0.082  C2 1.507, H8 1.092, H9 1.093, H10 1.098
2 C 0.099 -0.110 0.117  C1 1.507, C3 1.530, C4 1.508, C6 1.508
3 C 0.356 0.354 1.551  C2 1.530, H11 1.096, H12 1.096, H13 1.099
4 C 0.888 0.605 -0.951  C2 1.508, N5 1.729, H14 1.121, H15 1.088
5 N -0.566 1.529 -1.098  C4 1.729, C6 1.355, H16 1.043
6 C -1.163 0.544 -0.385  C2 1.508, N5 1.355, O7 1.212
7 O -2.318 0.204 -0.243  C6 1.212
8 H -1.026 -1.843 0.235  C1 1.092
9 H 0.739 -2.159 0.484  C1 1.093
10 H 0.078 -1.847 -1.148  C1 1.098
11 H 1.280 -0.068 1.961  C3 1.096
12 H -0.490 0.022 2.164  C3 1.096
13 H 0.407 1.450 1.619  C3 1.099
14 H 1.922 0.882 -0.619  C4 1.121
15 H 0.982 0.071 -1.894  C4 1.088
16 H -1.231 2.070 -1.692  N5 1.043

Output
Frontier orbital gap, hartree: 0.381
Largest force on an atom, eV Å⁻¹: 1.8
Multiplicity: 1
HOMO, Eh: -0.351
Energy above the lowest of the compared OMol25 structures with the same formula, charge and spin, kcal/mol: 48.00

Atomic partial charges in e from the Löwdin method, atoms 1 to 4: -0.026 -0.537 -0.023 0.040


# 2
ORCA calculation (wB97M-V/def2-TZVPD) on C5H9NO in the gas phase.

Last columns: bonded neighbours and bond lengths (Å).
Cartesian coordinates (Å):
1 C -1.786 -0.471 0.131  C2 1.511, H8 1.095, H9 1.097, H10 1.094
2 C -1.075 0.686 0.795  C1 1.511, N3 1.440, C4 1.526, H11 1.090
3 N 0.018 0.513 1.716  C2 1.440, C4 1.484, H12 1.020
4 C 0.308 1.230 0.449  C2 1.526, N3 1.484, C5 1.434, H13 1.088
5 C 0.967 0.754 -0.733  C4 1.434, C6 1.477
6 C 1.668 -0.546 -0.696  C5 1.477, O7 1.409, H15 1.116, H16 1.104
7 O 1.459 -1.220 -1.916  C6 1.409, H14 0.971
8 H -2.381 -0.124 -0.720  C1 1.095
9 H -2.482 -0.913 0.855  C1 1.097
10 H -1.108 -1.253 -0.222  C1 1.094
11 H -1.758 1.481 1.095  C2 1.090
12 H 0.355 -0.447 1.650  N3 1.020
13 H 0.352 2.310 0.569  C4 1.088
14 H 1.257 -0.494 -2.529  O7 0.971
15 H 2.735 -0.244 -0.564  C6 1.116
16 H 1.470 -1.263 0.119  C6 1.104

Output
Frontier orbital gap, hartree: 0.303
Largest force on an atom, eV Å⁻¹: 0.5
Multiplicity: 1
HOMO, Eh: -0.315
Energy above the lowest of the compared OMol25 structures with the same formula, charge and spin, kcal/mol: 124.85

Atomic partial charges in e from the Löwdin method, atoms 1 to 4: -0.042 -0.301 0.063 -0.311


no.,lowest unoccupied orbital energy (eV)
1,0.815
2,-0.317